1.
ORCA calculation (the ωB97M-V functional and the def2-TZVPD basis) on a 3-piece molecular cluster, C23H50N2O7 overall.

## Properties
SMILES = COCCCCCC[C@H]1CCOC1=O.COCCNCCOC.COCCNCCOC
LUMO energy = 0.62 eV
Energy = -1542.3032 Ha
Gap between HOMO and LUMO = 8.9 eV
Spin multiplicity = 1

Last column: Löwdin charge in e.
Cartesian coordinates (Å):
C -4.253 0.579 -2.660  -0.13
O -3.480 1.353 -3.619  -0.26
C -3.580 0.718 -4.920  -0.24
C -2.089 0.640 -5.521  -0.16
C -1.189 -0.530 -4.854  -0.18
C 0.016 0.090 -3.976  -0.19
C -0.229 -0.098 -2.406  -0.20
C 0.424 -1.481 -1.823  -0.14
C 0.887 -1.153 -0.326  -0.22
C -0.307 -0.594 0.612  -0.11
C 0.622 -0.382 1.941  -0.15
O 1.390 -1.632 1.935  -0.09
C 1.373 -2.329 0.644  -0.30
O 1.638 -3.532 0.411  0.08
H -3.988 0.900 -1.597  0.09
H -5.367 0.804 -2.884  0.10
H -4.077 -0.555 -2.749  0.09
H -4.090 -0.312 -4.903  0.12
H -4.233 1.386 -5.605  0.13
H -1.606 1.658 -5.316  0.10
H -2.192 0.385 -6.629  0.11
H -0.772 -1.171 -5.718  0.11
H -1.831 -1.238 -4.208  0.11
H 0.981 -0.440 -4.332  0.11
H 0.156 1.222 -4.162  0.10
H -1.333 -0.134 -2.096  0.10
H 0.250 0.753 -1.792  0.09
H -0.360 -2.325 -1.858  0.13
H 1.297 -1.780 -2.516  0.12
H 1.740 -0.393 -0.367  0.16
H -1.002 -1.469 0.914  0.14
H -0.829 0.368 0.280  0.12
H -0.141 -0.230 2.771  0.13
H 1.234 0.540 1.606  0.13
C 2.838 7.221 -2.123  -0.11
O 1.600 7.355 -1.442  -0.20
C 0.573 7.935 -2.249  -0.21
C -0.509 6.902 -2.561  -0.21
N -0.018 5.883 -3.489  -0.05
C -0.917 4.737 -3.635  -0.19
C -1.149 3.860 -2.396  -0.20
O 0.006 3.139 -1.975  -0.21
C 0.872 3.860 -1.112  -0.09
H 3.592 6.907 -1.399  0.09
H 2.774 6.457 -2.904  0.08
H 3.152 8.174 -2.559  0.09
H 0.972 8.387 -3.163  0.12
H 0.125 8.737 -1.654  0.12
H -1.371 7.408 -3.007  0.12
H -0.825 6.453 -1.613  0.10
H 0.879 5.542 -3.160  0.07
H -0.489 4.103 -4.419  0.11
H -1.884 5.090 -4.011  0.12
H -1.887 3.099 -2.674  0.10
H -1.593 4.414 -1.561  0.11
H 0.335 4.570 -0.478  0.09
H 1.643 4.371 -1.691  0.07
H 1.379 3.139 -0.465  0.08
C 1.059 -6.536 8.040  -0.12
O 1.683 -5.353 7.565  -0.20
C 2.817 -5.608 6.735  -0.21
C 2.527 -5.199 5.291  -0.21
N 1.562 -6.105 4.667  -0.05
C 1.058 -5.630 3.376  -0.19
C 0.230 -4.336 3.377  -0.22
O -1.029 -4.461 4.037  -0.18
C -0.983 -4.252 5.439  -0.10
H 0.301 -6.251 8.770  0.09
H 0.565 -7.072 7.224  0.08
H 1.785 -7.192 8.531  0.09
H 3.149 -6.650 6.798  0.12
H 3.629 -4.981 7.116  0.12
H 3.459 -5.218 4.717  0.12
H 2.151 -4.171 5.305  0.10
H 0.772 -6.225 5.291  0.06
H 0.430 -6.430 2.973  0.12
H 1.900 -5.516 2.686  0.12
H -0.007 -4.105 2.334  0.10
H 0.790 -3.475 3.753  0.10
H -0.212 -3.534 5.731  0.09
H -0.838 -5.201 5.959  0.07
H -1.953 -3.858 5.752  0.09



2.
ORCA calculation (the ωB97M-V functional and the def2-TZVPD basis) on C23H50N8O6SSbSi3V as an isolated structure.

## Properties
LUMO energy (alpha / beta) = -5.54 / -4.99 eV
Total charge = +2
Energy = -4246.4822 Ha
Gap between HOMO and LUMO (alpha / beta) = 8.0 / 8.4 eV
Spin multiplicity = 3

Last column: Löwdin spin population.
Cartesian coordinates (Å):
V -0.044 0.165 0.496  1.93
O 3.501 -1.625 -0.287  0.01
C 2.582 -0.910 -0.234  0.02
N 1.642 -0.136 -0.179  0.00
C -2.889 2.385 0.243  0.00
C -2.781 1.109 -0.514  0.01
N -1.734 0.272 -0.592  0.00
C -2.131 -0.787 -1.440  0.01
C -3.386 -0.567 -1.861  0.00
N -3.771 0.621 -1.263  0.00
H -2.128 3.083 -0.090  0.00
H -2.757 2.229 1.313  0.00
H -3.867 2.838 0.080  0.00
H -1.498 -1.620 -1.673  0.00
H -4.030 -1.142 -2.510  0.00
H -4.668 1.063 -1.370  0.00
C -1.193 5.389 -0.719  0.00
Si -0.274 4.977 0.859  0.00
C 1.106 6.179 1.146  0.00
C -1.400 4.876 2.346  0.00
Sb 0.870 2.683 0.500  -0.02
Si 2.594 2.651 2.425  0.00
C 3.920 3.914 2.180  0.00
C 1.521 3.042 3.894  0.00
C 3.332 0.943 2.585  0.00
Si 1.992 2.867 -1.840  0.00
C 3.665 2.066 -1.756  0.00
C 2.141 4.654 -2.285  0.00
C 0.776 1.976 -2.931  0.00
H -0.832 6.351 -1.104  0.00
H -2.270 5.494 -0.540  0.00
H -1.046 4.645 -1.507  0.00
H 0.694 7.195 1.231  0.00
H 1.823 6.175 0.316  0.00
H 1.645 5.958 2.073  0.00
H -2.400 5.257 2.107  0.00
H -0.997 5.497 3.155  0.00
H -1.501 3.857 2.729  0.00
H 3.557 4.922 2.405  0.00
H 4.306 3.910 1.156  0.00
H 4.756 3.698 2.858  0.00
H 1.141 4.068 3.822  0.00
H 2.085 2.959 4.833  0.00
H 0.659 2.368 3.949  0.00
H 4.243 0.861 1.982  0.00
H 2.653 0.161 2.240  0.00
H 3.614 0.746 3.629  0.00
H 4.092 2.156 -0.754  0.00
H 4.346 2.556 -2.460  0.00
H 3.623 1.005 -2.014  0.00
H 2.940 5.129 -1.702  0.00
H 1.214 5.215 -2.130  0.00
H 2.413 4.736 -3.347  0.00
H 0.559 0.987 -2.532  0.00
H 1.170 1.853 -3.948  0.00
H -0.162 2.537 -2.999  0.00
C -2.691 -7.042 -4.485  0.00
C -3.183 -6.449 -3.163  0.00
S -2.027 -5.301 -2.449  0.00
O -2.713 -4.401 -1.545  0.00
O -1.212 -4.726 -3.499  0.00
C -0.972 -6.349 -1.477  0.00
C 0.309 -5.637 -1.033  0.00
N 0.055 -4.418 -0.224  0.00
C 0.239 -3.150 -0.649  0.00
N -0.139 -2.280 0.294  0.00
C -0.544 -3.021 1.369  0.00
C -0.411 -4.327 1.079  0.00
N -0.673 -5.409 2.001  0.00
O -0.612 -6.559 1.599  0.00
O -0.916 -5.080 3.145  0.00
C 0.804 -2.787 -1.982  0.00
H -3.476 -7.663 -4.915  0.00
H -1.804 -7.664 -4.346  0.00
H -2.441 -6.255 -5.191  0.00
H -3.342 -7.215 -2.398  0.00
H -4.100 -5.868 -3.274  0.00
H -0.713 -7.204 -2.109  0.00
H -1.550 -6.685 -0.623  0.00
H 0.887 -5.335 -1.899  0.00
H 0.895 -6.326 -0.441  0.00
H -0.907 -2.603 2.293  0.00
H 1.837 -3.131 -2.070  0.00
H 0.796 -1.708 -2.090  0.00
H 0.230 -3.232 -2.790  0.00
N 0.468 -0.737 4.240  0.01
C -0.567 -0.514 3.457  0.01
N -1.789 -0.808 3.865  0.01
O -0.387 0.028 2.308  0.02
H 0.371 -1.189 5.133  0.00
H 1.394 -0.556 3.892  0.00
H -1.968 -1.223 4.764  0.00
H -2.564 -0.672 3.241  0.00



3.
ORCA calculation (the ωB97M-V functional and the def2-TZVPD basis) on a 8-piece molecular cluster, C23H50NO15P overall.

## Properties
ΔE to the lowest compared entry with this formula, charge and spin = 0.0 kJ/mol
LUMO energy = 3.51 eV
Total charge = -2
Energy = -2430.8132 Ha
Gap between HOMO and LUMO = 2.6 eV
Spin multiplicity = 1

Last column: Löwdin charge in e.
Cartesian coordinates (Å):
N -0.614 -0.261 -1.064  0.31
H 0.002 -0.896 -0.876  0.00
H -1.160 -0.166 -2.029  0.17
H -0.120 0.662 -0.992  0.12
H -1.359 -0.227 -0.464  0.04
P -2.767 2.158 -1.194  -0.36
O -3.659 3.254 -1.035  -0.38
O -2.308 1.599 0.144  -0.45
O -1.471 2.337 -2.010  -0.46
O -3.475 0.993 -1.752  -0.44
O -4.648 1.202 3.940  0.05
C -3.472 0.768 3.787  -0.44
O -2.390 1.268 4.486  -0.04
C -2.511 2.059 5.588  -0.30
C -1.159 2.754 6.030  -0.06
C -3.086 -0.331 2.906  0.00
H -2.883 1.548 6.566  0.13
H -3.293 2.758 5.525  0.08
H -0.336 2.124 6.290  0.04
H -1.451 3.686 6.602  0.09
H -0.797 3.341 5.092  0.08
H -2.302 -0.920 3.330  0.06
H -2.800 -0.049 1.912  0.06
H -3.921 -1.052 2.593  0.12
O 1.799 -0.465 1.046  0.05
C 1.724 0.297 2.008  -0.49
O 2.539 0.230 3.083  -0.02
C 3.448 -0.936 3.348  -0.17
C 3.980 -0.842 4.852  -0.08
C 0.856 1.512 1.804  0.05
H 4.395 -0.932 2.573  0.17
H 2.963 -1.871 3.447  0.07
H 4.502 -1.775 4.884  0.05
H 3.046 -0.717 5.762  0.17
H 4.470 0.007 4.988  -0.01
H 0.094 1.045 1.411  0.01
H 1.342 2.265 1.155  0.11
H 0.631 1.982 2.828  0.13
O -0.639 5.239 3.399  0.08
C -0.840 4.615 2.450  -0.53
O 0.097 4.746 1.366  -0.07
C -0.247 4.165 0.076  -0.26
C 0.835 4.596 -0.928  -0.08
C -2.160 3.817 2.285  0.01
H -1.198 4.527 -0.245  0.10
H -0.193 3.129 0.223  0.04
H 0.982 5.748 -0.803  0.09
H 0.513 4.446 -1.966  0.06
H 1.835 4.235 -0.622  0.05
H -2.583 4.195 1.295  0.09
H -2.917 3.918 3.166  0.11
H -2.000 2.772 1.952  0.05
O -0.390 -3.614 -0.566  0.12
C 0.513 -4.090 0.093  -0.52
O 1.527 -4.843 -0.233  0.04
C 1.339 -5.464 -1.479  -0.18
C 2.599 -6.245 -1.909  -0.01
C 0.635 -3.822 1.623  0.05
H 1.144 -4.786 -2.200  0.08
H 0.443 -5.982 -1.536  0.12
H 2.600 -6.776 -2.787  0.05
H 2.706 -6.938 -1.266  0.00
H 3.477 -5.684 -2.118  0.08
H -0.227 -3.175 2.034  0.13
H 1.478 -3.454 1.877  -0.01
H 0.423 -4.707 2.025  0.03
O 2.148 0.221 -5.708  0.06
C 1.534 0.520 -4.711  -0.59
O 1.320 -0.286 -3.638  -0.02
C 1.962 -1.623 -3.599  -0.22
C 2.785 -1.822 -2.399  -0.08
C 0.838 1.811 -4.468  -0.02
H 2.321 -1.976 -4.458  0.07
H 1.235 -2.475 -3.476  0.12
H 2.286 -2.312 -1.453  0.10
H 3.044 -0.857 -2.117  0.05
H 3.790 -2.361 -2.503  0.10
H 0.848 2.597 -5.439  0.13
H 1.464 2.214 -3.626  0.08
H -0.395 1.773 -4.134  0.14
C -1.100 -2.117 -5.804  -0.03
C -1.859 -1.779 -4.570  -0.39
O -1.717 -2.522 -3.473  -0.05
C -2.709 -0.575 -4.562  -0.03
H -0.287 -1.438 -5.848  0.07
H -1.603 -2.079 -6.660  0.03
H -0.510 -3.043 -5.861  0.09
H -3.461 -0.701 -5.319  0.08
H -2.145 0.275 -4.343  0.05
H -3.334 -0.448 -3.631  0.09



4.
ORCA calculation (the ωB97M-V functional and the def2-TZVPD basis) on a 4-piece molecular cluster, C23H51BCl2FNO17P4 overall.

## Properties
SMILES = CCB(O)[C@@]1(F)C(=O)N[C@@H](CCCCl)[C@]1(CCOC(=O)CC)P(O)Cl.COP(=O)(OC)OC.COP(=O)(OC)OC.COP(=O)(OC)OC
ΔE to the lowest compared entry with this formula, charge and spin = 0.0 kJ/mol
LUMO energy = 0.20 eV
Energy = -4651.6846 Ha
Gap between HOMO and LUMO = 9.2 eV
Spin multiplicity = 1

Last column: Löwdin charge in e.
Cartesian coordinates (Å):
C 3.006 -1.452 1.491  -0.09
C 3.026 -0.508 0.264  -0.12
B 2.064 -0.906 -0.917  -0.39
O 1.799 0.096 -1.837  0.13
C 1.443 -2.377 -1.117  -0.25
F 2.559 -3.220 -0.890  -0.02
C 0.239 -2.836 -0.244  -0.42
O -0.186 -2.355 0.730  0.16
N -0.335 -3.948 -0.862  0.13
C 0.401 -4.236 -2.116  -0.30
C -0.325 -5.034 -3.210  -0.20
C -1.512 -5.887 -2.717  -0.25
C -1.203 -6.794 -1.523  -0.56
Cl 0.383 -7.610 -1.675  0.60
C 0.938 -2.845 -2.509  -0.42
C -0.035 -1.962 -3.292  -0.14
C -1.425 -1.835 -2.684  -0.15
O -2.157 -0.877 -3.486  0.01
C -3.514 -1.002 -3.384  -0.52
O -4.155 -0.867 -4.343  0.17
C -4.153 -1.310 -2.048  -0.13
C -3.712 -0.365 -0.903  -0.06
P 2.549 -2.826 -3.558  0.72
O 2.227 -1.820 -4.828  -0.34
Cl 2.722 -4.707 -4.451  0.27
H 3.887 -2.094 1.428  0.07
H 3.138 -0.882 2.404  0.07
H 2.156 -2.121 1.529  0.05
H 2.637 0.460 0.597  0.10
H 4.032 -0.301 -0.099  0.11
H 0.856 0.313 -1.845  0.11
H -1.336 -3.860 -0.982  0.13
H 1.166 -4.929 -1.779  0.11
H -0.682 -4.421 -4.038  0.11
H 0.393 -5.720 -3.637  0.04
H -2.373 -5.238 -2.544  0.10
H -1.783 -6.542 -3.543  0.11
H -1.274 -6.243 -0.594  0.06
H -1.940 -7.588 -1.510  0.06
H 0.336 -0.964 -3.499  0.11
H -0.173 -2.430 -4.264  0.11
H -1.936 -2.792 -2.774  0.12
H -1.422 -1.477 -1.653  0.12
H -5.225 -1.335 -2.185  0.10
H -3.850 -2.320 -1.767  0.11
H -4.479 0.362 -0.679  0.08
H -3.500 -0.951 -0.014  0.08
H -2.777 0.125 -1.159  0.07
H 2.044 -2.313 -5.643  0.05
C 0.511 6.413 2.801  -0.09
O 1.779 6.540 2.146  -0.21
P 2.300 5.283 1.335  0.32
O 2.281 4.019 2.072  -0.23
O 3.717 5.756 0.825  -0.20
C 4.695 6.067 1.825  -0.08
O 1.410 5.317 0.026  -0.20
C 1.265 4.113 -0.736  -0.09
H 0.670 6.172 3.850  0.09
H -0.008 7.366 2.722  0.09
H -0.103 5.637 2.342  0.08
H 4.717 5.297 2.598  0.08
H 4.472 7.034 2.275  0.09
H 5.670 6.117 1.348  0.09
H 0.226 3.789 -0.677  0.09
H 1.909 3.316 -0.368  0.08
H 1.512 4.323 -1.775  0.09
C 9.126 3.190 7.380  -0.09
O 8.473 2.878 6.144  -0.21
P 8.045 4.098 5.227  0.32
O 7.279 5.140 5.911  -0.23
O 7.310 3.395 4.017  -0.21
C 6.128 2.637 4.316  -0.09
O 9.421 4.565 4.601  -0.20
C 9.533 5.895 4.083  -0.09
H 8.397 3.161 8.188  0.09
H 9.894 2.441 7.555  0.09
H 9.592 4.175 7.351  0.08
H 5.471 3.193 4.986  0.09
H 6.405 1.688 4.774  0.09
H 5.605 2.445 3.383  0.09
H 10.236 6.451 4.702  0.09
H 8.576 6.414 4.077  0.08
H 9.920 5.841 3.067  0.09
C -10.301 0.519 -0.728  -0.09
O -10.012 -0.833 -0.352  -0.21
P -9.798 -1.877 -1.526  0.32
O -10.851 -1.891 -2.539  -0.22
O -9.574 -3.236 -0.749  -0.20
C -10.655 -3.709 0.065  -0.09
O -8.350 -1.517 -2.052  -0.21
C -7.970 -1.919 -3.375  -0.08
H -11.376 0.684 -0.676  0.09
H -9.796 1.180 -0.028  0.09
H -9.952 0.738 -1.737  0.09
H -11.602 -3.642 -0.472  0.09
H -10.708 -3.126 0.984  0.09
H -10.459 -4.748 0.313  0.09
H -7.831 -1.027 -3.983  0.10
H -8.717 -2.557 -3.845  0.09
H -7.025 -2.457 -3.319  0.08



5.
ORCA calculation (the ωB97M-V functional and the def2-TZVPD basis) on C23H51Cl8N5O5 as an isolated structure.

## Properties
ΔE to the lowest compared entry with this formula, charge and spin = 2339.3 kJ/mol
LUMO energy = 0.35 eV
Energy = -5237.6171 Ha
Gap between HOMO and LUMO = 8.1 eV
Spin multiplicity = 1

Last column: Löwdin charge in e.
Cartesian coordinates (Å):
C -13.284 -12.242 -9.607  -0.41
O -12.318 -12.878 -9.838  -0.12
N -13.920 -11.460 -10.430  0.00
C -14.962 -10.649 -9.888  -0.14
C -13.770 -11.435 -11.892  -0.40
H -13.710 -12.218 -8.592  0.10
H -15.116 -9.750 -10.484  0.11
H -14.842 -10.398 -8.834  0.06
H -15.880 -11.225 -10.005  0.01
H -14.742 -11.731 -12.288  -0.12
H -13.514 -10.445 -12.271  0.05
H -12.947 -12.021 -12.301  -0.01
C -16.333 -12.231 -7.638  -0.22
O -16.173 -11.803 -8.812  -0.12
N -17.147 -13.253 -7.360  -0.24
C -17.121 -13.712 -6.076  -0.12
C -17.942 -14.005 -8.326  0.02
H -15.870 -11.804 -6.735  0.15
H -16.804 -14.754 -6.120  0.10
H -18.143 -13.523 -5.748  0.10
H -16.543 -13.096 -5.387  0.10
H -18.931 -13.942 -7.871  0.11
H -17.816 -13.580 -9.322  0.10
H -17.432 -14.968 -8.314  0.09
C -12.585 -11.543 -7.178  -0.33
O -13.691 -11.127 -6.758  -0.11
N -11.626 -11.945 -6.383  -0.12
C -11.757 -11.838 -4.876  0.03
C -10.321 -12.082 -6.947  -0.12
H -12.394 -11.562 -8.262  0.13
H -11.281 -10.944 -4.473  0.09
H -11.181 -12.711 -4.567  0.09
H -12.822 -11.796 -4.646  0.09
H -9.683 -11.199 -6.952  0.10
H -9.610 -12.751 -6.463  0.09
H -10.376 -12.258 -8.022  0.02
C -12.384 -8.335 -5.953  -0.33
O -11.728 -7.519 -5.295  -0.01
N -13.435 -8.080 -6.762  -0.12
C -14.069 -9.168 -7.528  -0.09
C -13.897 -6.662 -7.007  -0.02
H -12.165 -9.403 -6.104  0.11
H -13.496 -10.083 -7.678  0.01
H -14.578 -8.899 -8.454  0.08
H -14.849 -9.527 -6.858  0.11
H -14.906 -6.470 -7.373  0.08
H -14.002 -6.306 -5.982  0.08
H -13.202 -6.012 -7.538  0.08
C -13.840 -14.685 -6.103  -0.24
O -14.894 -14.416 -5.468  -0.07
N -13.666 -14.637 -7.467  -0.11
C -14.783 -14.376 -8.398  0.01
C -12.369 -14.760 -7.975  -0.33
H -12.981 -15.001 -5.489  0.14
H -15.760 -14.712 -8.052  0.07
H -14.606 -14.788 -9.392  0.12
H -14.775 -13.298 -8.559  0.05
H -12.309 -14.098 -8.838  -0.02
H -11.664 -14.539 -7.174  0.04
H -12.050 -15.710 -8.405  0.08
Cl -10.380 -14.238 -8.805  0.82
C -10.585 -14.706 -10.498  -0.53
C -10.704 -13.517 -11.401  -0.64
Cl -9.095 -12.715 -11.480  0.55
H -11.518 -15.269 -10.522  0.09
H -9.760 -15.270 -10.931  0.08
H -11.336 -12.722 -11.006  0.02
H -11.018 -13.841 -12.394  0.05
Cl -10.317 -10.495 -15.002  0.59
C -11.870 -10.085 -14.208  -0.64
C -13.073 -10.286 -15.061  -0.63
Cl -14.593 -10.252 -14.191  0.74
H -11.803 -9.088 -13.774  0.09
H -11.965 -10.666 -13.291  0.03
H -13.133 -11.146 -15.728  0.05
H -13.177 -9.478 -15.785  0.08
Cl -18.176 -9.120 -11.466  0.54
C -17.160 -10.650 -11.470  -0.64
C -17.516 -11.467 -12.689  -0.54
Cl -16.407 -12.921 -12.925  0.60
H -17.540 -11.200 -10.609  0.06
H -16.145 -10.337 -11.227  -0.01
H -17.612 -10.893 -13.611  0.06
H -18.500 -11.836 -12.401  0.07
Cl -13.731 -14.917 -15.665  0.60
C -12.482 -14.477 -14.530  -0.67
C -12.690 -12.993 -14.276  -0.56
Cl -14.094 -12.873 -13.204  0.60
H -11.542 -14.614 -15.063  0.08
H -12.606 -15.053 -13.612  0.07
H -12.801 -12.459 -15.220  0.04
H -11.879 -12.649 -13.634  0.04